Entry from the OMol25 dataset: C25H37Cl3NNiO3Sb as an isolated structure in a non-equilibrium geometry (ωB97M-V with the def2-TZVPD basis set).

Its spin multiplicity is 3. The total energy comes out at -119305.17535 eV. For the HOMO energy (alpha / beta), the calculation gives -0.2754 / -0.2827 Eh. Its LUMO energy (alpha / beta) is 0.0108 / 0.0081 Ha. The maximum force comes out at 1.60 eV/A. The relative energy (zero: lowest compared OMol25 entry of this formula, charge and spin) is 71.6 kJ/mol. For the orbital gap (alpha / beta), the calculation gives 7.79 / 7.91 eV.

Geometry as XYZ:
```
71
C25H37Cl3NNiO3Sb | the OMol25 dataset | ωB97M-V with the def2-TZVPD basis set
Ni 1.44522 1.39679 0.41767
C 4.34322 1.21469 1.85117
O 3.62672 1.17639 0.62377
H 4.29472 2.20359 2.31347
H 5.38802 0.93519 1.68367
H 3.87322 0.49129 2.51737
H 4.02752 1.79829 0.00127
Cl 0.06892 4.28599 0.55547
C 1.58422 3.51149 0.13517
H 2.32302 3.91709 0.83577
H 1.81082 3.81899 -0.89273
C 2.71882 -3.30511 2.41797
C 2.86932 -2.97011 0.94747
C 2.67502 -4.19641 0.08487
Sb 1.50942 -1.27991 0.42257
C 2.18632 -1.10101 -1.68713
C 3.70242 -1.07511 -1.80173
C 1.53132 0.15399 -2.23253
C -0.49468 -2.22491 0.10507
C -0.56728 -3.14811 -1.09563
C -0.96068 -2.91931 1.37527
H 3.40922 -4.09991 2.70757
H 1.70712 -3.64411 2.63277
H 2.92402 -2.43301 3.03827
H 3.87022 -2.56611 0.77537
H 1.75462 -4.70611 0.35617
H 3.49992 -4.89551 0.23177
H 2.63382 -3.94661 -0.97263
H 1.81042 -1.96731 -2.23793
H 4.12842 -0.27621 -1.20053
H 4.00322 -0.91761 -2.83853
H 4.12882 -2.01901 -1.47013
H 1.66232 1.01409 -1.53183
H 0.46032 -0.00641 -2.34463
H 1.95272 0.44999 -3.19483
H -1.13308 -1.35601 -0.07733
H 0.08942 -4.00711 -0.97823
H -0.31408 -2.62151 -2.01383
H -1.58698 -3.51371 -1.20703
H -0.40348 -3.83841 1.54627
H -2.01388 -3.17631 1.29087
H -0.84908 -2.27361 2.24577
Cl -2.27288 0.29089 -2.04373
C -2.06448 1.99639 -1.95133
C -1.04348 2.58689 -2.67203
C -0.90338 3.96329 -2.69163
C -1.81238 4.75269 -2.00903
C -2.81598 4.15109 -1.28063
Cl -3.94998 5.15949 -0.43113
C -2.96328 2.75779 -1.19363
N -4.00558 2.22609 -0.48283
C -4.00458 1.00099 0.23367
C -4.92758 0.03269 -0.14743
C -5.05368 -1.13981 0.56877
C -4.25048 -1.35381 1.67657
C -3.32478 -0.39971 2.05107
C -3.18368 0.79169 1.34547
C -2.18128 1.80269 1.82287
C -0.76698 1.47039 1.36807
O 0.19562 1.57469 2.16017
O -0.56908 1.11989 0.16997
H -0.37478 1.96369 -3.24253
H -0.09548 4.41989 -3.24323
H -1.74208 5.82819 -2.03283
H -4.60098 2.94099 -0.08113
H -5.55578 0.21559 -1.00593
H -5.78458 -1.87691 0.27397
H -4.36028 -2.25981 2.25477
H -2.70708 -0.56331 2.92287
H -2.18068 1.87109 2.91237
H -2.39018 2.79289 1.41257
```

Now the Mulliken charges, all in e: Ni 0.035; C -0.716; O -0.214; H 0.280; H 0.288; H 0.217; H 0.263; Cl -0.174; C -0.939; H 0.431; H 0.413; C -1.394; C 0.361; C -1.487; Sb 0.143; C 0.198; C -1.566; C -0.795; C 2.179; C -1.521; C -1.663; H 0.416; H 0.252; H 0.312; H 0.461; H 0.282; H 0.473; H 0.324; H 0.579; H 0.164; H 0.471; H 0.388; H 0.126; H 0.020; H 0.580; H -1.364; H 0.218; H 0.310; H 0.520; H 0.347; H 0.346; H 0.451; Cl -0.129; C 0.619; C -0.497; C -0.540; C -0.681; C 0.760; Cl -0.299; C -0.702; N 0.028; C -0.408; C -0.473; C -0.644; C -0.853; C -0.509; C 1.043; C -1.376; C 0.475; O -0.764; O 0.637; H 0.517; H 0.437; H 0.386; H 0.306; H 0.485; H 0.413; H 0.512; H 0.502; H 0.548; H 0.195